(1)
Computed, not measured: a molecular structure, C20H17Cl5GeN6OS2Sc, with the ωB97M-V functional and the def2-TZVPD basis.

Geometry as ORCA input:
```
! wB97M-V def2-TZVPD RIJCOSX def2/J DEFGRID3
* xyz 0 2
Sc 1.00 -0.61 0.08
C 5.23 -3.74 1.77
S 3.69 -3.83 2.69
C 2.55 -3.01 1.66
S 3.00 -2.40 0.12
N 1.36 -2.98 2.22
N 0.44 -2.29 1.47
C -0.78 -2.63 1.60
C -1.80 -1.88 0.86
C -3.15 -2.21 0.93
C -4.05 -1.45 0.21
C -3.59 -0.39 -0.55
C -2.23 -0.13 -0.57
N -1.36 -0.85 0.12
H 5.96 -4.26 2.38
H 5.54 -2.71 1.62
H 5.14 -4.24 0.81
H -1.06 -3.48 2.21
H -3.47 -3.04 1.54
H -5.11 -1.69 0.24
H -4.27 0.23 -1.13
H -1.82 0.69 -1.15
N -0.24 5.03 0.55
C -0.83 4.60 1.68
O -1.60 5.27 2.34
C -0.50 3.19 2.12
C -0.75 2.85 3.44
C -0.51 1.55 3.86
C -0.06 0.63 2.93
N 0.18 0.95 1.65
C -0.02 2.21 1.26
H -0.44 5.97 0.25
H 0.49 4.52 0.07
H -1.14 3.60 4.11
H -0.68 1.24 4.88
H 0.13 -0.40 3.22
H 0.17 2.42 0.22
Cl 2.52 3.69 -1.38
Ge 2.53 1.48 -1.90
Cl 4.66 1.07 -2.54
Cl 2.98 0.94 0.36
Cl 0.23 -2.54 -1.95
C -0.29 -1.30 -3.06
C -1.08 -1.67 -4.14
C -1.50 -0.70 -5.03
C -1.14 0.62 -4.81
C -0.36 0.96 -3.71
Cl -0.05 2.65 -3.44
C 0.12 0.02 -2.79
N 0.88 0.30 -1.67
H -1.34 -2.71 -4.27
H -2.10 -0.96 -5.88
H -1.47 1.41 -5.48
*
```

Output
LUMO (spin up / spin down) = -1.339 / -1.339 eV
Kohn-Sham gap (spin up / spin down) = 5.29 / 7.03 eV

(2)
Computed, not measured: a molecular structure, C54H135BN12O22Pd, with the ωB97M-V functional and the def2-TZVPD basis.

Geometry as ORCA input:
```
! wB97M-V def2-TZVPD RIJCOSX def2/J DEFGRID3
* xyz 0 3
Pd -3.59 -23.24 -19.69
O -4.50 -21.03 -18.92
C -4.41 -19.87 -18.67
O -5.10 -19.27 -17.82
B -4.85 -17.80 -17.93
O -3.73 -17.73 -18.94
C -3.39 -18.95 -19.27
O -2.56 -19.32 -20.08
O -4.44 -17.14 -16.62
C -5.42 -16.38 -16.18
O -5.49 -15.78 -15.15
C -6.45 -16.29 -17.28
O -6.05 -17.04 -18.32
O -7.51 -15.74 -17.16
C -2.25 -27.20 -21.29
C -2.64 -25.72 -21.16
O -2.92 -25.32 -19.96
O -2.58 -25.06 -22.20
H -2.59 -27.56 -22.25
H -2.68 -27.77 -20.49
H -1.14 -27.25 -21.34
C -5.55 -28.61 -18.37
C -6.41 -27.32 -18.29
C -7.51 -27.49 -17.25
O -6.92 -27.63 -15.95
C -7.91 -27.89 -14.97
N -5.63 -26.09 -18.09
H -4.69 -28.50 -19.03
H -6.11 -29.49 -18.74
H -5.17 -28.84 -17.37
H -6.95 -27.21 -19.23
H -8.14 -28.36 -17.50
H -8.12 -26.55 -17.25
H -7.41 -28.26 -14.07
H -8.57 -28.71 -15.30
H -8.50 -26.97 -14.68
H -4.73 -26.08 -18.57
H -5.45 -26.04 -17.10
C -6.82 -28.55 -22.17
C -8.30 -28.95 -22.01
C -8.43 -30.45 -21.58
O -7.93 -30.54 -20.28
C -8.31 -31.66 -19.45
N -9.06 -28.08 -21.08
H -6.39 -28.35 -21.20
H -6.76 -27.60 -22.70
H -6.19 -29.26 -22.75
H -8.75 -28.86 -23.00
H -7.87 -31.06 -22.30
H -9.49 -30.71 -21.63
H -7.83 -31.53 -18.47
H -7.90 -32.59 -19.89
H -9.40 -31.71 -19.33
H -8.83 -28.36 -20.13
H -10.07 -28.28 -21.20
C 3.38 -30.04 -17.82
C 2.01 -29.46 -17.41
C 0.87 -30.37 -17.67
O 0.66 -30.82 -18.98
C 0.02 -29.90 -19.81
N 2.15 -29.19 -15.92
H 3.40 -30.42 -18.86
H 3.70 -30.83 -17.11
H 4.04 -29.17 -17.77
H 1.76 -28.49 -17.83
H -0.02 -29.85 -17.25
H 0.89 -31.29 -17.08
H 0.19 -30.17 -20.85
H 0.46 -28.88 -19.65
H -1.05 -29.90 -19.59
H 1.24 -28.90 -15.52
H 2.44 -29.98 -15.37
C -5.39 -25.07 -10.74
C -3.93 -25.34 -10.68
C -3.30 -24.69 -11.93
O -4.12 -24.82 -13.10
C -3.88 -25.98 -13.83
N -3.15 -24.88 -9.52
H -5.99 -25.56 -9.96
H -5.78 -25.41 -11.73
H -5.50 -23.99 -10.69
H -3.76 -26.43 -10.68
H -2.25 -25.03 -12.05
H -3.29 -23.61 -11.73
H -2.89 -25.93 -14.33
H -4.68 -26.07 -14.54
H -3.86 -26.94 -13.26
H -3.26 -23.88 -9.35
H -3.43 -25.29 -8.64
C -3.38 -32.15 -17.58
C -4.10 -33.00 -18.61
C -4.54 -32.10 -19.77
O -3.37 -31.48 -20.39
C -3.68 -30.69 -21.49
N -3.29 -34.18 -18.89
H -3.05 -32.82 -16.77
H -3.98 -31.31 -17.21
H -2.48 -31.77 -18.04
H -5.02 -33.43 -18.21
H -5.25 -31.30 -19.46
H -5.02 -32.74 -20.53
H -2.78 -30.22 -21.82
H -4.39 -29.91 -21.23
H -4.10 -31.33 -22.30
H -2.48 -33.95 -19.42
H -3.79 -34.94 -19.37
C -7.70 -24.06 -21.79
C -6.22 -23.88 -21.42
C -5.84 -22.64 -22.19
O -4.48 -22.38 -22.01
C -3.99 -21.12 -22.48
N -5.88 -23.89 -20.04
H -7.98 -24.03 -22.85
H -8.31 -23.37 -21.22
H -8.12 -25.02 -21.42
H -5.61 -24.66 -21.89
H -6.48 -21.80 -21.75
H -6.09 -22.75 -23.27
H -2.93 -21.14 -22.28
H -4.39 -20.27 -21.89
H -4.21 -21.02 -23.55
H -6.33 -23.14 -19.52
H -6.08 -24.73 -19.52
C 1.66 -24.08 -21.52
C 0.99 -23.26 -22.66
C 0.07 -24.12 -23.50
O -0.37 -23.39 -24.60
C -1.43 -24.08 -25.31
N 0.13 -22.17 -22.07
H 0.84 -24.52 -20.93
H 2.19 -23.33 -20.92
H 2.32 -24.90 -21.85
H 1.78 -22.85 -23.31
H -0.78 -24.60 -23.01
H 0.77 -24.95 -23.78
H -1.75 -23.42 -26.15
H -2.25 -24.29 -24.60
H -1.15 -25.08 -25.73
H 0.61 -21.50 -21.48
H -0.30 -21.69 -22.84
C 5.99 -28.20 -23.71
C 4.98 -29.25 -23.26
C 4.00 -28.74 -22.22
O 4.65 -28.18 -21.08
C 3.81 -27.61 -20.11
N 4.02 -29.83 -24.30
H 6.55 -27.71 -22.93
H 5.60 -27.42 -24.37
H 6.73 -28.69 -24.34
H 5.49 -30.15 -22.88
H 3.36 -29.60 -22.03
H 3.36 -27.93 -22.64
H 3.04 -28.28 -19.77
H 3.34 -26.67 -20.46
H 4.47 -27.32 -19.30
H 3.52 -29.11 -24.82
H 4.59 -30.39 -24.94
C -4.79 -31.79 -27.83
C -3.76 -30.68 -27.56
C -4.08 -29.95 -26.33
O -3.13 -28.94 -26.13
C -3.19 -28.31 -24.88
N -2.45 -31.39 -27.36
H -5.79 -31.41 -28.10
H -4.82 -32.47 -26.98
H -4.39 -32.33 -28.70
H -3.83 -30.01 -28.43
H -4.12 -30.64 -25.47
H -5.07 -29.49 -26.45
H -2.30 -27.66 -24.74
H -3.18 -29.07 -24.08
H -4.11 -27.72 -24.75
H -2.24 -31.86 -28.21
H -1.70 -30.72 -27.31
C -1.47 -30.42 -14.80
C -2.47 -29.33 -14.67
C -2.41 -28.41 -15.92
O -1.22 -27.68 -15.93
C -1.11 -27.00 -17.20
N -3.89 -29.86 -14.51
H -1.55 -30.86 -15.82
H -1.60 -31.25 -14.10
H -0.43 -30.08 -14.67
H -2.36 -28.73 -13.76
H -3.31 -27.80 -15.95
H -2.41 -29.08 -16.81
H -1.20 -27.67 -18.06
H -0.08 -26.58 -17.18
H -1.78 -26.15 -17.34
H -4.08 -30.65 -15.12
H -4.15 -30.08 -13.57
C 0.36 -22.31 -17.91
C -0.93 -23.00 -18.23
C -1.87 -22.74 -17.06
O -3.10 -23.33 -17.42
C -4.10 -23.18 -16.38
N -1.53 -22.58 -19.52
H 0.24 -21.23 -17.94
H 1.12 -22.48 -18.69
H 0.86 -22.61 -16.98
H -0.84 -24.09 -18.28
H -1.90 -21.66 -16.92
H -1.42 -23.19 -16.16
H -4.60 -22.20 -16.45
H -3.57 -23.26 -15.44
H -4.84 -23.98 -16.44
H -0.91 -22.86 -20.27
H -1.66 -21.57 -19.59
C 2.31 -28.05 -27.79
C 1.48 -27.69 -26.55
C 0.84 -28.88 -25.95
O 0.34 -28.49 -24.70
C -0.30 -29.55 -24.00
N 2.32 -27.07 -25.56
H 2.82 -27.18 -28.20
H 1.67 -28.47 -28.57
H 3.08 -28.82 -27.53
H 0.62 -27.04 -26.82
H 1.56 -29.67 -25.75
H 0.04 -29.28 -26.59
H -0.76 -29.16 -23.07
H 0.36 -30.38 -23.69
H -1.12 -30.02 -24.55
H 2.92 -26.33 -25.90
H 1.73 -26.78 -24.78
*
```

Output
LUMO (spin up / spin down) = 0.199 / -1.646 eV
Kohn-Sham gap (spin up / spin down) = 9.38 / 7.54 eV

(3)
Computed, not measured: a molecular structure, C11H14BN7PbS, with the ωB97M-V functional and the def2-TZVPD basis.

Geometry as ORCA input:
```
! wB97M-V def2-TZVPD RIJCOSX def2/J DEFGRID3
* xyz 2 1
C -2.41 -1.71 -1.35
N -1.53 -0.89 -0.78
N -1.78 0.45 -0.86
C -2.90 0.49 -1.53
C -3.32 -0.83 -1.84
B -0.85 1.61 -0.32
N -0.49 1.41 1.18
N -0.05 0.20 1.69
C 0.20 0.31 3.00
C -0.13 1.61 3.36
C -0.56 2.26 2.19
Pb 0.19 -1.28 0.14
N 0.45 1.72 -1.18
N 1.36 0.70 -1.29
C 2.31 1.13 -2.16
C 2.00 2.44 -2.59
C 0.82 2.78 -1.94
H 3.15 0.52 -2.43
H 0.21 3.66 -1.95
H 2.55 3.06 -3.27
H -1.48 2.58 -0.44
H -0.91 3.25 2.00
H -3.30 1.43 -1.72
H -0.07 2.04 4.34
H -4.18 -1.09 -2.37
H 0.56 -0.53 3.57
H -2.26 -2.77 -1.31
H 2.03 -0.90 0.13
C 2.14 -1.69 0.91
H 2.21 -1.36 1.96
H 0.92 -2.60 1.39
H 2.59 -2.62 0.53
S 0.45 -3.84 0.60
C 0.93 -5.15 1.05
N 1.14 -6.38 1.28
*
```

Output
LUMO = -9.479 eV
Kohn-Sham gap = 6.25 eV

(4)
Computed, not measured: a molecular structure, C33H32IN5O4P2Ru, with the ωB97M-V functional and the def2-TZVPD basis.

Geometry as ORCA input:
```
! wB97M-V def2-TZVPD RIJCOSX def2/J DEFGRID3
* xyz 4 5
Ru -0.40 0.29 -0.14
I -2.40 -1.77 -0.10
C -4.44 -1.03 0.12
C -5.33 -2.08 0.18
C -6.70 -1.85 0.30
C -7.15 -0.55 0.31
C -6.26 0.53 0.27
C -6.82 1.83 0.31
C -6.02 2.95 0.39
C -4.64 2.78 0.39
C -4.04 1.52 0.25
P -2.22 1.79 0.16
C -1.93 2.95 -1.22
C -2.91 3.46 -2.06
C -2.58 4.43 -2.99
C -1.27 4.88 -3.10
C -0.27 4.34 -2.29
C -0.60 3.37 -1.36
C -1.95 2.79 1.67
C -2.38 2.23 2.88
C -2.29 2.97 4.05
C -1.79 4.27 4.00
C -1.36 4.82 2.80
C -1.44 4.08 1.63
C -4.83 0.34 0.20
H -4.98 -3.11 0.15
H -7.38 -2.68 0.36
H -8.21 -0.35 0.37
H -7.89 1.92 0.31
H -6.45 3.94 0.45
H -4.02 3.65 0.50
H -3.94 3.13 -1.98
H -3.35 4.84 -3.63
H -1.03 5.66 -3.80
H 0.74 4.70 -2.37
H 0.17 2.95 -0.70
H -2.82 1.24 2.90
H -2.64 2.56 4.98
H -1.74 4.86 4.90
H -0.99 5.83 2.76
H -1.13 4.54 0.70
O 4.48 0.20 3.09
C 3.52 -0.31 3.76
O 3.59 -0.83 4.84
C 2.10 -0.24 3.19
C 0.96 -0.54 3.92
N -0.09 -0.37 3.10
N 0.29 0.02 1.88
C 1.63 0.10 1.90
C 2.37 0.39 0.62
O 3.56 0.65 0.64
O 1.64 0.27 -0.43
H 4.32 0.52 2.16
H 0.88 -0.88 4.94
H -1.06 -0.54 3.33
C 0.12 -1.72 -5.05
N -0.69 -0.44 -5.16
C 0.26 0.66 -5.62
N 1.36 0.75 -4.73
C 2.13 -0.49 -4.69
N 1.23 -1.52 -4.20
C 0.92 -1.40 -2.81
P -0.05 0.17 -2.48
C -1.31 -0.09 -3.86
C 1.08 1.31 -3.45
H 0.47 -2.00 -6.05
H -0.52 -2.52 -4.67
H -1.42 -0.56 -5.87
H -0.29 1.61 -5.66
H 0.62 0.41 -6.62
H 2.99 -0.38 -4.03
H 2.49 -0.74 -5.69
H 1.84 -1.38 -2.22
H 0.33 -2.27 -2.48
H -1.90 0.83 -3.98
H -2.00 -0.89 -3.57
H 2.01 1.45 -2.88
H 0.59 2.29 -3.56
*
```

Output
LUMO (spin up / spin down) = -12.085 / -14.931 eV
Kohn-Sham gap (spin up / spin down) = 6.34 / 3.48 eV

(5)
Computed, not measured: a molecular structure, C32H51N4OP2PtS, with the ωB97M-V functional and the def2-TZVPD basis.

Geometry as ORCA input:
```
! wB97M-V def2-TZVPD RIJCOSX def2/J DEFGRID3
* xyz 1 3
C -1.33 -1.58 -2.45
C 0.68 -2.65 -1.69
C -1.56 -2.61 -3.35
C 0.36 -3.77 -2.51
C -0.74 -3.74 -3.35
H -2.45 -2.54 -3.98
H 1.01 -4.63 -2.46
H -0.97 -4.58 -4.00
N -0.24 -1.60 -1.66
P -2.35 0.05 -0.42
P 2.27 -0.94 -0.22
C -2.32 -0.43 -2.22
H -2.02 0.46 -2.80
H -3.32 -0.72 -2.56
C 0.37 1.10 1.17
O 0.89 2.03 1.67
C 1.84 -2.53 -0.90
H 2.47 -3.41 -0.79
C 3.41 -0.13 -1.55
C 3.33 -1.29 1.32
C -3.22 1.74 -0.32
C -3.49 -1.34 0.25
C 3.49 1.38 -1.27
H 4.09 1.61 -0.38
H 3.96 1.88 -2.13
H 2.50 1.82 -1.12
C 4.83 -0.71 -1.56
H 5.41 -0.48 -0.66
H 4.82 -1.80 -1.72
H 5.38 -0.28 -2.41
C 2.84 -0.37 -2.95
H 3.37 0.28 -3.67
H 3.00 -1.40 -3.27
H 1.78 -0.14 -3.02
C 4.06 -0.01 1.77
H 3.37 0.84 1.87
H 4.50 -0.20 2.76
H 4.88 0.27 1.10
C 2.42 -1.76 2.47
H 1.77 -0.96 2.85
H 1.80 -2.61 2.15
H 3.06 -2.13 3.28
C 4.34 -2.42 1.08
H 5.08 -2.20 0.31
H 4.89 -2.58 2.02
H 3.84 -3.36 0.82
C -4.00 -1.01 1.66
H -4.51 -1.91 2.06
H -3.18 -0.78 2.35
H -4.73 -0.19 1.68
C -2.69 -2.64 0.32
H -2.47 -3.03 -0.68
H -1.75 -2.53 0.87
H -3.30 -3.40 0.84
C -4.73 -1.59 -0.62
H -5.31 -2.40 -0.15
H -5.39 -0.73 -0.70
H -4.49 -1.93 -1.63
C -2.52 2.76 -1.22
H -2.55 2.48 -2.28
H -3.06 3.71 -1.12
H -1.48 2.93 -0.93
C -3.21 2.27 1.12
H -2.19 2.40 1.51
H -3.69 3.27 1.12
H -3.77 1.63 1.81
C -4.69 1.64 -0.77
H -4.80 1.20 -1.77
H -5.32 1.10 -0.05
H -5.08 2.67 -0.82
Pt 0.02 -0.20 -0.12
N 0.20 1.37 -1.81
C 0.37 1.93 -2.82
C 0.54 2.69 -4.00
C 0.36 4.09 -3.98
C 0.89 2.04 -5.21
C 0.52 4.82 -5.16
H 0.10 4.58 -3.04
C 1.06 2.78 -6.37
H 1.03 0.96 -5.20
C 0.87 4.17 -6.35
H 0.37 5.91 -5.15
H 1.34 2.27 -7.30
H 0.99 4.75 -7.26
N -0.71 -1.00 5.06
C -0.41 0.05 4.25
N 0.67 0.81 4.57
S -1.21 0.35 2.79
H -0.50 -0.93 6.05
H -1.51 -1.58 4.76
H 0.90 1.58 3.93
H 0.92 0.93 5.55
*
```

Output
LUMO (spin up / spin down) = -2.624 / -4.804 eV
Kohn-Sham gap (spin up / spin down) = 2.94 / 4.89 eV

(6)
Computed, not measured: C2H3NS3 in the gas phase, with the ωB97M-V functional and the def2-TZVPD basis.

Geometry as ORCA input:
```
! wB97M-V def2-TZVPD RIJCOSX def2/J DEFGRID3
* xyz 0 1
S -3.18 -0.82 -0.20
C -1.65 -0.21 0.04
S -0.99 1.29 -0.63
C 0.66 1.18 0.12
N 1.48 0.19 0.05
S 1.16 -1.34 -0.49
H -1.08 -0.71 0.81
H 1.10 2.02 0.52
H 2.50 -1.59 -0.22
*
```

Output
LUMO = -0.698 eV
Kohn-Sham gap = 8.21 eV
SMILES = S=CS/C=N\S

no.,largest force on an atom (eV/A)
1,0.706
2,3.221
3,19.136
4,2.715
5,4.347
6,3.308